1.
{"formula": "C22H25AuBrCl3N5O2", "method": "the ωB97M-V functional and the def2-TZVPD basis", "species": ["Au", "O", "C", "C", "C", "C", "C", "C", "C", "O", "N", "N", "C", "C", "Br", "C", "C", "C", "C", "C", "C", "C", "H", "H", "H", "H", "H", "H", "H", "H", "H", "H", "H", "H", "H", "H", "N", "C", "C", "N", "C", "C", "H", "H", "H", "H", "H", "H", "H", "H", "H", "H", "H", "Cl", "C", "Cl", "Cl", "C", "N"], "coordinates": [[-0.29169, -0.33596, -0.80449], [-3.15690, -2.23896, -1.97289], [-2.82871, -3.39436, -1.42788], [-3.10273, -4.58191, -2.14352], [-2.79425, -5.80692, -1.60696], [-2.16093, -5.87887, -0.36317], [-1.87884, -4.71936, 0.35903], [-2.20991, -3.47746, -0.14505], [-2.08863, -2.18489, 0.67917], [-2.02289, -1.03404, -0.02310], [-1.06534, -2.29226, 1.70605], [-0.08812, -1.44888, 1.78102], [0.63687, -1.39858, 2.85879], [1.70890, -0.49547, 3.03240], [2.14978, 0.58053, 1.53473], [2.32168, -0.30536, 4.25202], [3.43151, 0.51250, 4.59207], [3.48519, 1.05157, 5.90532], [4.47385, 1.93783, 6.25653], [5.48509, 2.26126, 5.34908], [5.50385, 1.66288, 4.08705], [4.50000, 0.80635, 3.70862], [-2.90487, -1.50678, -1.34560], [-3.59233, -4.48181, -3.09961], [-3.04577, -6.71543, -2.13517], [-1.89390, -6.83796, 0.05226], [-1.37832, -4.81738, 1.31000], [-3.05300, -2.16600, 1.24720], [-1.25220, -2.92066, 2.49075], [0.39573, -2.04425, 3.70862], [1.85018, -0.81052, 5.08858], [2.69441, 0.82401, 6.60527], [4.46405, 2.39251, 7.23519], [6.25750, 2.96070, 5.63003], [6.32942, 1.85078, 3.41869], [4.56611, 0.30305, 2.75926], [-1.88840, 3.49329, -4.09740], [-2.37443, 2.15389, -4.51130], [-1.72033, 1.09521, -3.61598], [-1.92811, 1.33332, -2.19687], [-1.60693, 2.69476, -1.80757], [-2.28740, 3.74810, -2.69119], [-2.25254, 4.21933, -4.72614], [-0.85493, 3.50742, -4.16007], [-2.11990, 1.96991, -5.55503], [-3.46128, 2.13277, -4.41130], [-0.64434, 1.09367, -3.80480], [-2.12306, 0.11529, -3.87276], [-2.86775, 1.07725, -1.90792], [-0.52280, 2.82125, -1.87131], [-1.90284, 2.84741, -0.77079], [-1.98446, 4.75072, -2.38773], [-3.37542, 3.67997, -2.61246], [2.93197, 3.49426, -1.46270], [2.64231, 2.27444, -2.75480], [1.56437, 2.97797, -3.99941], [4.16055, 1.69641, -3.51231], [1.90676, 1.20061, -2.16108], [1.26416, 0.37283, -1.68932]], "forces_ev_per_angstrom": [[-0.512, -0.841, 0.041], [-0.293, 1.168, -0.271], [0.383, -1.015, 0.791], [0.084, 0.565, 0.206], [0.086, 0.133, 0.236], [0.084, 0.192, 0.295], [-0.097, -0.548, -0.295], [-0.174, 0.287, -0.645], [-0.351, 0.134, -0.873], [-0.082, -0.098, 0.475], [1.004, 0.899, 0.942], [-2.270, -0.539, -1.953], [1.581, 0.130, 2.522], [-1.051, -0.336, -2.248], [-0.007, -0.196, 0.465], [1.123, 0.459, 1.379], [-0.618, -0.573, -0.230], [0.075, 0.193, 0.393], [-0.316, -0.045, 0.216], [-0.261, -0.130, 0.010], [-0.030, -0.321, -0.308], [0.469, 0.353, -0.318], [-0.089, -0.610, -0.349], [-0.065, -0.015, -0.091], [0.039, 0.005, -0.056], [0.064, -0.067, 0.005], [0.008, -0.089, 0.160], [0.351, -0.042, 0.331], [0.130, -0.225, -0.058], [0.017, 0.094, 0.048], [-0.181, 0.054, 0.099], [-0.035, -0.074, 0.085], [0.013, -0.002, 0.081], [0.110, 0.042, 0.042], [0.057, 0.023, -0.069], [-0.008, -0.004, -0.098], [0.135, 0.392, -0.380], [-0.060, -1.063, -0.293], [-0.283, 0.156, 0.000], [-0.309, 0.069, -0.006], [-0.342, 0.015, -0.116], [0.104, 0.187, 1.067], [0.111, -0.103, 0.132], [-0.505, 0.122, -0.013], [0.020, 0.176, -0.001], [0.078, 0.170, -0.002], [0.038, -0.135, -0.080], [0.117, 0.022, -0.092], [0.055, 0.061, -0.039], [0.063, 0.086, 0.057], [0.041, 0.100, -0.014], [0.030, 0.007, -0.203], [0.118, 0.002, -0.199], [0.009, -0.534, -0.544], [1.214, 1.074, -0.442], [0.402, 0.071, -0.180], [-0.946, 0.325, 0.566], [-0.581, -1.499, 0.590], [1.254, 1.336, -0.769]], "lowdin_charge": [0.89, 0.08, -0.25, 0.03, -0.03, -0.03, -0.04, -0.09, -0.39, -0.33, 0.13, 0.05, -0.12, -0.54, 0.88, 0.01, -0.19, 0.04, 0.00, 0.05, -0.01, -0.03, 0.07, 0.13, 0.13, 0.12, 0.10, 0.22, 0.18, 0.15, 0.15, 0.14, 0.13, 0.14, 0.13, 0.09, 0.05, -0.09, -0.19, -0.11, -0.19, -0.09, 0.20, 0.10, 0.15, 0.15, 0.09, 0.14, 0.13, 0.09, 0.14, 0.15, 0.15, 0.65, -1.52, 0.68, 0.70, -0.35, 0.01], "gap_ev": [3.4734, 2.3276], "homo_ev": [-15.06, -14.47], "charge": 3}

---

2.
{"formula": "C22H25BrDyNO", "method": "the ωB97M-V functional and the def2-TZVPD basis", "species": ["C", "C", "C", "H", "C", "C", "H", "C", "C", "C", "H", "C", "C", "H", "H", "H", "H", "H", "H", "Dy", "C", "C", "C", "H", "H", "H", "H", "H", "H", "C", "C", "H", "H", "O", "N", "C", "H", "C", "C", "H", "C", "H", "C", "H", "C", "H", "C", "H", "H", "H", "Br"], "coordinates": [[1.87619, 0.01093, 3.44308], [2.36079, -0.53387, 2.22998], [2.26499, 0.45513, 1.24008], [2.71679, -1.53927, 2.08238], [1.70389, 1.60763, 1.83188], [1.47739, 1.33243, 3.19978], [1.43459, 2.51763, 1.32648], [-1.11141, -1.47357, 3.38388], [-0.08181, -2.21127, 2.76078], [-0.37441, -2.30307, 1.38428], [0.78099, -2.62807, 3.24788], [-1.61181, -1.65097, 1.15578], [-2.05451, -1.14857, 2.39238], [2.51219, 0.33253, 0.19958], [1.01369, 1.99823, 3.90468], [1.79269, -0.50957, 4.38208], [-2.92631, -0.54117, 2.55128], [0.23509, -2.79207, 0.64448], [-1.17031, -1.20047, 4.42348], [0.03219, -0.03807, 1.90038], [-2.35341, -1.52127, -0.14802], [-3.73961, -2.15467, 0.01298], [-1.61931, -2.22227, -1.28772], [-3.65481, -3.13607, 0.47558], [-4.22641, -2.27577, -0.95532], [-4.38421, -1.54447, 0.64138], [-1.67501, -3.30357, -1.17772], [-0.56881, -1.94297, -1.32672], [-2.07261, -1.96397, -2.24462], [-2.55991, -0.03387, -0.50312], [-1.28301, 0.66643, -0.81932], [-2.98931, 0.49253, 0.34948], [-3.27121, 0.05063, -1.32022], [-0.25841, 0.52443, -0.11902], [-1.19411, 1.46373, -1.90052], [-0.20251, 2.48553, -2.16062], [-1.72261, 1.12173, -2.68802], [1.19019, 1.98463, -2.46932], [2.33369, 2.60313, -1.98222], [2.27279, 3.48643, -1.36182], [3.59009, 2.10743, -2.30782], [4.46769, 2.61283, -1.92892], [3.71559, 0.98703, -3.11262], [4.69519, 0.60263, -3.36432], [2.57439, 0.36103, -3.59882], [2.66099, -0.51367, -4.22982], [1.32219, 0.85883, -3.28062], [0.43639, 0.36763, -3.66822], [-0.16911, 3.17593, -1.31772], [-0.57611, 3.07203, -2.99972], [-1.60971, 1.90373, 3.10908]], "forces_ev_per_angstrom": [[0.968, 0.210, 0.483], [1.057, 0.031, 0.151], [1.303, 0.486, 0.053], [0.063, -0.076, 0.001], [1.401, 0.666, 0.317], [1.434, 0.719, 0.409], [-0.025, 0.137, -0.083], [-0.594, -1.578, 0.327], [-0.664, -1.520, 0.559], [-0.584, -1.348, 0.087], [0.082, -0.019, 0.037], [-0.468, -1.001, 0.110], [-0.862, -0.889, 0.132], [0.025, 0.020, -0.154], [0.075, 0.014, 0.026], [0.010, -0.039, 0.076], [-0.112, 0.031, 0.040], [0.100, -0.058, -0.081], [0.037, 0.087, 0.053], [-2.065, 3.083, 0.379], [-0.094, -0.032, 0.026], [-0.073, -0.021, -0.081], [0.044, 0.014, -0.002], [0.042, -0.048, -0.003], [-0.055, 0.046, -0.091], [-0.041, 0.049, 0.117], [0.025, -0.067, 0.051], [0.129, 0.065, -0.038], [-0.096, -0.013, -0.106], [0.045, -0.298, -0.225], [1.426, 0.163, -0.401], [-0.044, 0.133, 0.159], [-0.056, 0.125, -0.220], [-1.085, 0.961, -1.857], [-1.013, -0.571, -0.325], [0.626, 0.283, 0.224], [-0.460, 0.518, 0.074], [-0.093, -0.440, -0.100], [-0.029, -0.016, -0.144], [-0.158, 0.032, 0.115], [-0.035, 0.052, -0.026], [0.052, -0.042, 0.021], [-0.013, -0.028, -0.004], [0.000, -0.002, 0.013], [0.024, -0.014, -0.009], [0.015, -0.013, -0.008], [0.140, 0.105, 0.058], [0.029, -0.030, 0.016], [-0.036, -0.125, 0.150], [-0.066, -0.052, -0.063], [-0.329, 0.313, -0.247]], "mulliken_spin": [0.03, -0.02, -0.03, 0.00, 0.01, 0.00, 0.00, 0.01, 0.02, -0.05, 0.00, -0.01, 0.03, 0.00, 0.00, 0.00, 0.00, 0.00, 0.00, 4.93, 0.01, 0.00, 0.00, 0.00, 0.00, 0.00, 0.00, 0.00, 0.00, 0.00, 0.02, 0.00, 0.00, 0.05, 0.00, 0.00, 0.00, 0.00, 0.00, 0.00, 0.00, 0.00, 0.00, 0.00, 0.00, 0.00, 0.00, 0.00, 0.00, 0.00, -0.01], "gap_ev": [8.0321, 8.0914], "homo_ev": [-7.86, -7.92], "charge": 0, "spin_multiplicity": 6}

---

Let's list E in order: -5366.73036, -4442.45378 Eh.